# 1
{"formula": "C21H25ClHfN2S", "method": "ωB97M-V with the def2-TZVPD basis set", "symbols": ["Hf", "Cl", "S", "N", "N", "C", "C", "C", "C", "C", "C", "C", "C", "C", "C", "C", "C", "C", "C", "C", "C", "C", "C", "C", "C", "C", "H", "H", "H", "H", "H", "H", "H", "H", "H", "H", "H", "H", "H", "H", "H", "H", "H", "H", "H", "H", "H", "H", "H", "H", "H"], "coordinates": [[-0.155861, -0.341592, 0.673371], [0.302479, 1.042375, -1.034120], [0.131643, -0.191415, 5.559598], [0.097142, 0.003083, 2.982912], [-0.550585, -2.083604, 3.856523], [-2.332042, 0.229189, -0.150377], [1.927042, -1.194489, -0.308679], [-2.116056, -1.203291, -0.274153], [-0.120128, -0.840308, 4.005794], [-0.217235, -1.132302, -6.065725], [-2.600094, -0.699416, 1.937616], [0.756550, 2.317633, 2.650282], [0.935042, 2.591595, 5.466948], [1.388079, 0.782959, -5.829699], [0.756274, -2.710369, 0.972469], [2.479357, -1.192375, 0.999480], [0.030506, 0.297211, -5.973573], [-1.081042, 1.229169, -5.944127], [0.493298, 1.245564, 3.498042], [-2.660061, 0.505037, 1.206534], [1.125178, 3.557499, 3.211994], [0.887969, -2.198981, -0.355022], [1.777567, -2.134329, 1.774342], [0.562762, 1.363953, 4.893671], [-2.211552, -1.744737, 1.049752], [1.220630, 3.696209, 4.616065], [-0.658038, -2.610043, 4.706882], [1.751451, 1.027308, -6.824532], [-1.242170, 1.544239, -6.978693], [-2.151388, -2.801059, 1.307982], [3.288007, -0.546146, 1.342732], [1.338884, 4.415548, 2.556153], [-0.826036, 2.095803, -5.331919], [1.519120, 4.672625, 5.052824], [-1.183795, -1.394399, -5.606444], [0.669916, 2.181094, 1.566221], [0.422598, -2.637796, -1.252676], [-1.980020, 0.762361, -5.532348], [0.095777, -3.516380, 1.281933], [2.030802, 0.027527, -5.375645], [1.407254, 1.680634, -5.214574], [2.037282, -2.431917, 2.788076], [-2.930585, -0.829561, 2.967751], [-2.331123, 0.953936, -0.955216], [-2.090176, -1.802970, -1.200824], [2.279257, -0.592835, -1.136289], [0.586526, -1.694197, -5.563581], [-2.894738, 1.490081, 1.603304], [-0.749756, -2.541105, 2.972806], [1.010869, 2.727285, 6.543668], [-0.226781, -1.374319, -7.137487]], "forces_ev_per_a": [[0.142, -2.494, 4.072], [0.651, 2.533, -2.082], [0.158, 0.306, 1.128], [-0.052, -0.395, 1.061], [-0.235, -1.018, 0.537], [-1.267, -0.993, -0.002], [0.411, -1.258, -0.018], [-0.499, 0.518, -0.139], [0.127, 1.324, -2.012], [-0.011, -0.312, 0.867], [0.129, -0.566, -0.582], [0.279, 0.830, 0.630], [0.145, 0.530, -0.587], [0.093, -0.133, 0.831], [0.744, -0.151, 0.127], [-0.536, 0.551, -0.547], [-0.102, -0.211, 0.566], [-0.111, -0.024, 0.788], [-0.087, 0.445, -0.663], [0.681, 0.003, -0.668], [-0.093, -0.408, 0.091], [0.351, 0.277, -0.421], [-0.558, -0.228, -0.285], [0.262, 0.647, -0.808], [-0.840, 0.448, 0.015], [-0.188, -0.666, 0.064], [-0.146, -0.359, -0.144], [0.281, 0.153, -0.401], [-0.223, 0.190, -0.202], [-0.082, 0.325, -0.176], [-0.296, -0.228, -0.105], [-0.127, -0.519, 0.422], [-0.020, 0.179, -0.354], [-0.291, -0.923, -0.317], [0.226, 0.034, -0.540], [0.108, 0.263, 0.251], [0.216, 0.528, 0.638], [-0.020, 0.055, -0.465], [0.237, 0.115, -0.207], [0.105, 0.013, -0.354], [0.077, 0.225, -0.248], [-0.333, 0.315, -0.166], [0.549, 0.094, -0.214], [-0.132, -0.255, 0.204], [0.264, 0.587, 0.692], [0.014, -0.322, 0.184], [-0.218, 0.075, -0.526], [0.102, -0.254, -0.062], [0.231, 0.505, 0.405], [-0.050, -0.143, -0.216], [-0.062, -0.206, -0.062]], "spin_multiplicity": 1, "relative_energy_ev": 0.000, "lumo_ev": -7.934, "total_charge": 2}

=====

# 2
{"formula": "C21H24FeNO4S", "method": "ωB97M-V with the def2-TZVPD basis set", "symbols": ["Fe", "S", "O", "O", "O", "O", "N", "C", "C", "C", "C", "C", "C", "C", "C", "C", "C", "C", "C", "C", "C", "C", "C", "C", "C", "C", "C", "C", "H", "H", "H", "H", "H", "H", "H", "H", "H", "H", "H", "H", "H", "H", "H", "H", "H", "H", "H", "H", "H", "H", "H", "H"], "coordinates": [[-0.558447, -0.437490, -4.749665], [0.240146, -2.904453, -0.317264], [-0.531914, -0.715032, -7.655187], [1.907611, -0.627171, 0.268195], [-0.907827, 2.443032, -5.031444], [-3.450370, -0.816898, -5.194874], [0.104345, 3.423568, 4.889719], [-0.600474, -1.664434, -3.050088], [1.346058, -1.442790, -4.430149], [-0.380750, -0.683135, -6.502402], [1.410155, 1.590027, 1.934498], [-0.932869, 4.432813, 4.779886], [-0.260360, -1.472619, 0.459776], [0.416304, -2.278643, -3.819333], [-0.408984, -0.376395, -2.543758], [0.503395, 0.511925, 1.836135], [1.300455, 2.521556, 2.953403], [-2.312490, -0.723377, -4.961765], [1.320842, -0.059547, -4.123501], [-0.782472, 1.288431, -4.961212], [0.644380, 3.301718, 6.230301], [-0.637856, 1.340231, 3.818830], [0.255329, 2.428049, 3.911572], [-1.354047, -3.745138, -0.599017], [0.909592, -4.006471, 0.971209], [0.897924, 0.285629, -2.726199], [0.778278, -0.546189, 0.799357], [-0.510266, 0.403514, 2.801684], [-1.144927, 0.074639, -1.884151], [-1.490404, -2.231364, -2.773463], [1.632379, -0.091078, -1.981993], [-0.121176, 2.956055, 6.944148], [-0.542195, 5.385482, 5.163375], [1.686286, -3.474459, 1.530953], [0.374051, -3.355756, -4.013035], [1.955570, 0.649155, -4.663879], [-1.823053, 4.164032, 5.371442], [0.985134, 4.291824, 6.561634], [1.360682, -4.836404, 0.411441], [2.057000, -1.817768, -5.171706], [-2.131391, -2.982573, -0.701500], [-1.251463, -4.313196, -1.531678], [-1.217072, 4.551000, 3.729050], [0.862444, 1.376658, -2.548097], [-1.262597, -1.432235, 0.888152], [-1.566380, -4.420433, 0.236141], [1.487772, 2.603952, 6.241711], [2.223746, 1.671755, 1.206396], [0.115914, -4.377419, 1.634032], [-1.422140, 1.236739, 4.568272], [-1.187315, -0.444698, 2.757085], [2.013446, 3.345381, 3.036960]], "forces_ev_per_a": [[0.560, 0.395, 0.211], [-0.143, -0.037, 0.235], [0.488, 0.140, 2.498], [-0.298, 0.445, 0.836], [0.364, -2.322, 0.183], [2.581, 0.377, 0.410], [-1.110, 0.242, 1.462], [0.458, -0.100, 2.200], [1.315, 0.880, 0.067], [-0.147, -1.139, -6.212], [-0.260, -0.400, -0.044], [-0.019, 0.402, -0.859], [0.054, 1.132, 1.369], [0.119, -1.805, 0.477], [-1.350, -1.017, 1.141], [0.373, 0.713, 0.567], [-0.278, 0.453, 0.786], [-6.043, -0.987, -0.630], [2.734, -0.182, -0.184], [-0.899, 5.332, -0.164], [1.125, -0.037, -0.005], [-0.156, 0.712, 0.399], [0.641, -1.405, -1.904], [0.263, -0.071, -0.177], [0.023, -0.349, -0.201], [0.614, 0.795, 0.395], [-0.472, -1.572, -1.390], [0.467, 0.097, -0.392], [-0.051, -0.161, -0.230], [0.147, 0.284, -0.244], [-0.224, -0.094, -0.199], [-0.039, 0.045, -0.391], [-0.095, -0.258, 0.001], [-0.224, -0.005, -0.272], [0.008, 0.536, -0.155], [0.004, -0.475, 0.264], [0.303, -0.140, -0.041], [-0.136, -0.203, -0.029], [-0.044, 0.079, 0.312], [-0.541, 0.084, -0.010], [0.225, -0.195, 0.023], [-0.128, 0.113, 0.298], [0.036, -0.086, 0.292], [-0.224, -0.434, -0.249], [0.348, -0.196, -0.116], [0.000, 0.245, -0.208], [-0.267, 0.110, -0.071], [-0.347, -0.141, 0.280], [0.266, 0.266, -0.177], [0.100, -0.014, -0.195], [0.092, 0.187, 0.166], [-0.213, -0.239, -0.123]], "spin_multiplicity": 5, "lumo_ev": [-2.820, -6.912], "s2": 6.13, "total_charge": 1}

=====

# 3
{"formula": "C26H31F5N5PtSSi2", "method": "ωB97M-V with the def2-TZVPD basis set", "symbols": ["Pt", "S", "Si", "Si", "F", "F", "F", "F", "F", "N", "N", "N", "N", "N", "C", "C", "C", "C", "C", "C", "C", "C", "C", "C", "C", "C", "C", "C", "C", "C", "C", "C", "C", "C", "C", "C", "C", "C", "C", "C", "H", "H", "H", "H", "H", "H", "H", "H", "H", "H", "H", "H", "H", "H", "H", "H", "H", "H", "H", "H", "H", "H", "H", "H", "H", "H", "H", "H", "H", "H", "H"], "coordinates": [[-0.813451, -0.046504, -0.253094], [-2.284502, 0.333149, 1.533178], [2.440194, -0.365973, 1.013382], [0.511132, 1.897937, 2.366244], [-2.794437, 2.359319, -1.188584], [-5.121000, 2.410587, -2.503699], [-5.168735, -2.287832, -2.659201], [-6.338741, 0.094450, -3.240392], [-2.805535, -2.358093, -1.388043], [-1.231829, -2.167386, 1.775017], [0.027525, 1.627913, -1.076672], [-0.176924, -1.144349, -1.882490], [-2.478027, -1.400002, 3.509433], [-0.781798, -1.889641, 0.537773], [0.596407, -3.313089, -2.487534], [0.749071, 3.364021, -2.484909], [3.972664, 0.485229, 1.689202], [-3.320661, 1.185303, -1.597078], [-4.543503, 1.240280, -2.247487], [-3.349063, -1.153894, -1.670737], [-0.786663, 3.178243, 1.896807], [-1.939904, -1.197565, 2.300470], [2.040613, 2.737834, -0.548121], [-0.167424, 2.389879, -2.154013], [1.865462, 3.529650, -1.667024], [1.087969, 1.765574, -0.258093], [2.170514, -1.827914, 2.153499], [-4.569312, -1.150189, -2.319385], [1.951560, 3.024155, 2.822759], [-2.674308, -0.000908, -1.312889], [0.102489, -2.424462, -1.543997], [2.979791, -0.921843, -0.702506], [-0.043829, -0.747876, -3.146625], [0.436269, -1.588432, -4.130092], [-5.169187, 0.063406, -2.615880], [-0.243882, -2.820643, -0.185862], [0.946302, 0.783089, 0.856917], [0.780848, -2.888051, -3.789948], [-0.070802, -4.221839, 0.286495], [0.125339, 0.896528, 3.904788], [-1.071758, 2.226429, -2.721883], [-0.946306, 0.800564, 4.070325], [-0.412495, -4.324012, 1.310091], [0.527440, -1.223034, -5.142442], [3.921277, -1.469066, -0.606607], [-0.963503, 3.797500, 2.781014], [-0.345106, 0.261732, -3.372929], [2.287161, -1.571592, -1.229032], [2.599425, 4.286672, -1.910771], [-1.753687, 2.829857, 1.547515], [-3.107454, -0.724844, 3.906161], [-2.451983, -2.325530, 3.904175], [4.338319, 1.296318, 1.056951], [0.545579, 1.404195, 4.775786], [-0.642291, -4.899334, -0.351358], [0.980754, -4.510734, 0.230258], [4.768630, -0.264036, 1.735415], [3.843697, 0.866613, 2.700384], [2.271339, 3.676088, 2.010592], [1.293049, -2.440518, 1.958734], [0.823056, -4.328162, -2.196555], [3.175360, -0.056796, -1.342614], [2.826759, 2.524492, 3.230735], [1.167699, -3.567571, -4.536824], [1.565434, 3.680424, 3.609288], [2.123289, -1.505918, 3.195009], [3.058355, -2.460487, 2.060694], [-0.374645, 3.841349, 1.129868], [0.550040, -0.107315, 3.869451], [0.588674, 3.985450, -3.353271], [2.903260, 2.851204, 0.090230]], "forces_ev_per_a": [[-0.677, 0.061, -0.015], [0.360, 0.091, 0.241], [0.294, 0.059, -0.013], [-0.014, 0.050, 0.109], [-0.066, 0.015, 0.025], [-0.009, -0.001, -0.004], [0.007, -0.005, 0.004], [-0.001, 0.001, -0.001], [-0.117, -0.017, -0.088], [-0.058, -0.048, 0.286], [-0.411, 0.380, 0.443], [0.857, -0.211, -0.008], [-0.077, -0.023, -0.016], [-0.354, 0.071, -0.148], [-0.049, -0.059, 0.037], [-0.052, -0.088, 0.040], [-0.008, -0.028, 0.042], [-0.044, -0.019, 0.099], [0.025, 0.035, 0.013], [0.141, 0.026, -0.098], [0.052, 0.025, -0.009], [-0.122, -0.009, -0.211], [0.134, -0.070, -0.041], [0.078, 0.256, -0.041], [0.003, 0.005, -0.013], [-0.075, -0.147, -0.158], [-0.004, 0.018, -0.073], [-0.037, 0.025, -0.003], [-0.001, -0.053, 0.011], [0.173, -0.418, 0.092], [-0.213, -0.059, -0.205], [-0.009, -0.020, 0.035], [0.059, -0.026, 0.002], [-0.034, -0.051, -0.025], [-0.026, -0.025, -0.019], [0.065, 0.048, 0.227], [0.052, -0.020, -0.470], [-0.006, 0.050, -0.026], [0.041, -0.008, -0.046], [-0.062, 0.084, 0.010], [0.022, 0.006, -0.015], [0.014, -0.006, 0.009], [-0.008, 0.010, -0.004], [0.010, -0.008, -0.001], [0.010, 0.027, 0.005], [-0.001, 0.012, -0.010], [0.070, 0.058, 0.014], [0.023, -0.017, -0.003], [0.002, 0.003, 0.014], [0.019, 0.001, -0.015], [0.027, 0.014, 0.009], [0.027, 0.001, 0.002], [-0.030, 0.032, 0.018], [0.030, -0.009, -0.013], [-0.012, -0.011, 0.022], [0.001, -0.004, -0.007], [-0.007, -0.006, -0.044], [0.008, -0.014, 0.003], [0.009, 0.015, -0.008], [0.002, 0.022, 0.017], [-0.006, -0.003, -0.006], [-0.001, 0.009, 0.015], [-0.009, -0.014, -0.004], [0.005, -0.001, 0.005], [-0.011, -0.008, -0.004], [0.004, 0.014, 0.001], [-0.022, -0.030, 0.014], [0.015, 0.021, 0.022], [-0.021, -0.011, -0.014], [-0.007, -0.003, -0.001], [0.022, 0.003, -0.004]], "spin_multiplicity": 1, "relative_energy_ev": 0.000, "lumo_ev": -3.854, "total_charge": 1}

=====

# 4
{"formula": "C3H4ClFS2", "method": "ωB97M-V with the def2-TZVPD basis set", "symbols": ["Cl", "S", "S", "F", "C", "C", "C", "H", "H", "H", "H"], "coordinates": [[-1.803199, 1.275387, -1.991704], [-1.757972, -0.772886, 0.897330], [1.052331, 0.299891, 0.062606], [-2.137419, 1.996764, 0.420730], [1.596642, -1.405165, 0.248902], [-1.118476, 1.528742, -0.314996], [-0.618386, 0.227959, 0.209349], [2.443409, -1.492607, 0.928332], [0.747640, -2.008769, 0.582202], [-0.319759, 2.284245, -0.364404], [1.915189, -1.933561, -0.678348]], "forces_ev_per_a": [[0.637, 0.127, 0.544], [1.736, 0.295, -0.750], [1.410, -1.006, -0.406], [-0.152, 0.477, 0.386], [0.072, -1.240, -0.406], [-0.686, 0.779, -1.062], [-2.249, -0.907, 1.115], [-0.258, 0.226, 0.219], [0.094, 0.287, 0.422], [-0.388, -0.073, -0.228], [-0.216, 1.035, 0.166]], "spin_multiplicity": 1, "relative_energy_ev": 0.256, "lumo_ev": -0.879, "smiles": "CSC(=S)[C@H](F)Cl", "total_charge": 0}